(1)
Computed, not measured: a 2-piece molecular cluster, ClH3NO2P overall, with ωB97M-V/def2-TZVPD.

As for the HOMO energy: -9.9 eV. As for the gap between HOMO and LUMO: 9.51 eV. Its total charge is 0. The value obtained for the total energy is -27444.1915 eV. Its relative energy (zero: lowest compared OMol25 entry of this formula, charge and spin) is 256.2 kJ/mol.

Last column: natural (NBO) charge in e.
Positions of all 8 atoms, in Å:
N  -0.1104  1.6574  0.7527  -1.217
O  1.4216  -0.7181  -0.9052  -1.036
O  -0.0911  -0.9337  1.4158  -0.955
P  -0.3036  0.2130  0.3962  2.053
Cl  -1.7373  -0.3374  -1.0214  -0.266
H  -0.4093  2.3778  0.1255  0.424
H  1.2026  -0.4559  -1.8067  0.444
H  0.0275  -1.8030  1.0431  0.552

=====

(2)
Computed, not measured: a 8-piece molecular cluster, C31H67O26P5 overall, with ωB97M-V/def2-TZVPD.

As for the HOMO energy: -8.5 eV. As for the gap between HOMO and LUMO: 8.88 eV. The SMILES is COP(=O)(OC)OC.COP(=O)(OC)OC.COP(=O)(OC)OC.COP(=O)(OC)OC.COP(=O)(OC)OC.Oc1ccc(O)cc1.Oc1ccc(O)cc1.COCCOC. Its total charge is 0. The value obtained for the total energy is -132917.4728 eV.

Last column: Löwdin charge in e.
Positions of all 129 atoms, in Å:
C  -7.7840  1.1148  0.7921  -0.107
O  -7.2526  1.8267  -0.3403  -0.234
P  -6.2007  1.1178  -1.3870  0.471
O  -5.0269  1.9298  -1.7732  -0.230
O  -7.2146  0.5908  -2.5752  -0.239
C  -7.6030  1.4910  -3.6676  -0.074
O  -5.8491  -0.2486  -0.6436  -0.231
C  -4.5078  -0.7188  -0.2633  -0.044
H  -8.1993  0.1196  0.6333  0.090
H  -8.6844  1.6920  1.0024  0.089
H  -7.1010  1.1743  1.6395  0.067
H  -7.5357  0.9091  -4.5868  0.082
H  -7.0091  2.4023  -3.7374  0.082
H  -8.6786  1.6541  -3.6004  0.083
H  -3.7125  -0.1608  -0.7575  0.066
H  -4.3399  -1.7203  -0.6594  0.074
H  -4.3341  -0.7616  0.8120  0.091
C  -5.0562  2.9922  2.5339  -0.103
O  -4.0866  3.6777  1.7456  -0.237
P  -3.4078  5.1253  2.1957  0.502
O  -4.3711  6.2588  2.3125  -0.251
O  -2.6668  4.7373  3.5395  -0.227
C  -2.2428  5.6937  4.5234  -0.087
O  -2.1546  5.3564  1.1204  -0.251
C  -1.2295  6.4224  1.2317  -0.117
H  -5.0175  3.2612  3.5895  0.087
H  -4.9276  1.9101  2.5129  0.081
H  -6.0620  3.2226  2.1828  0.084
H  -2.9882  6.3945  4.8995  0.091
H  -1.3229  6.1634  4.1751  0.082
H  -2.0715  5.2212  5.4907  0.085
H  -1.4963  6.9984  0.3456  0.094
H  -0.2117  6.0554  1.0995  0.085
H  -1.1801  7.1577  2.0347  0.086
C  -0.0508  4.0300  -1.5402  -0.040
O  -1.0791  4.9552  -2.1249  -0.228
P  -1.6763  4.5801  -3.5958  0.419
O  -1.3845  3.2556  -4.1035  -0.228
O  -3.2335  4.9911  -3.5847  -0.189
C  -3.9544  4.8519  -2.3900  -0.139
O  -1.0643  5.6535  -4.6519  -0.250
C  -1.4172  5.6649  -6.0458  -0.091
H  -0.5432  3.0673  -1.6774  0.064
H  0.0645  4.2240  -0.4738  0.068
H  0.9585  4.0572  -1.9507  0.094
H  -4.8935  4.3902  -2.6949  0.070
H  -4.2085  5.8082  -1.9328  0.095
H  -3.7405  4.1265  -1.6050  0.072
H  -0.5674  6.0902  -6.5797  0.090
H  -2.3220  6.2602  -6.1688  0.081
H  -1.7374  4.6577  -6.3125  0.081
C  0.2545  -1.1254  3.6733  -0.077
O  1.4257  -0.3857  4.1340  -0.238
P  2.3656  -0.9158  5.3956  0.462
O  2.3413  -2.3594  5.5363  -0.222
O  3.8179  -0.2584  5.0634  -0.212
C  3.9200  1.0616  4.6112  -0.138
O  1.7863  -0.0054  6.6164  -0.236
C  2.3634  0.0852  7.9280  -0.097
H  0.4531  -1.3748  2.6310  0.067
H  -0.5950  -0.4461  3.7436  0.087
H  0.0414  -2.1050  4.1011  0.082
H  4.9418  1.4403  4.5874  0.095
H  3.2647  1.7236  5.1775  0.081
H  3.4184  1.2495  3.6619  0.082
H  3.1388  -0.6467  8.1545  0.091
H  1.6394  0.0945  8.7428  0.084
H  2.8150  1.0744  8.0027  0.081
C  6.1500  -1.2678  0.5221  -0.125
O  6.2096  -2.0913  -0.6061  -0.245
P  6.6404  -1.5513  -2.0969  0.477
O  7.8397  -0.6528  -2.0584  -0.250
O  6.9522  -2.9694  -2.7853  -0.212
C  7.8585  -3.7456  -2.1959  -0.176
O  5.3395  -0.9099  -2.7640  -0.200
C  4.8554  -1.1597  -4.1066  -0.079
H  7.1374  -0.9976  0.8964  0.092
H  5.6457  -1.7811  1.3407  0.090
H  5.5869  -0.3570  0.3183  0.084
H  8.2742  -4.2111  -3.0895  0.103
H  7.2234  -4.4351  -1.6397  0.081
H  8.6860  -3.4925  -1.5332  0.108
H  3.8645  -1.6057  -4.1916  0.083
H  5.4837  -1.8556  -4.6625  0.079
H  4.9253  -0.3117  -4.7880  0.090
O  6.5629  -7.8076  0.3135  0.035
C  5.6919  -7.0260  -0.4412  -0.299
C  5.3218  -5.8204  0.1380  -0.012
C  4.5180  -4.9392  -0.5334  -0.029
C  4.0772  -5.2087  -1.7929  -0.279
O  3.3336  -4.2900  -2.5985  -0.002
C  4.2582  -6.4726  -2.2644  -0.038
C  5.0948  -7.3550  -1.6577  -0.020
H  6.3774  -8.7461  0.2335  0.101
H  5.6844  -5.6505  1.1410  0.127
H  4.3876  -3.9319  -0.1663  0.098
H  3.4252  -4.2766  -3.5541  0.105
H  3.8380  -6.7634  -3.2159  0.124
H  5.4322  -8.2850  -2.0910  0.118
O  0.3806  -4.2400  -2.4930  0.014
C  -0.6768  -4.1577  -1.5290  -0.308
C  -0.5173  -3.8200  -0.1664  0.030
C  -1.6826  -3.8930  0.6673  -0.015
C  -2.8867  -4.2940  0.2030  -0.331
O  -4.0321  -4.2599  0.9862  0.021
C  -2.9882  -4.6107  -1.1759  0.005
C  -1.8289  -4.5734  -1.9446  -0.063
H  1.2331  -4.2625  -2.0521  0.051
H  0.4170  -3.5412  0.2979  0.103
H  -1.5277  -3.5639  1.6842  0.112
H  -4.8685  -4.1444  0.5295  0.097
H  -3.8906  -5.1271  -1.4683  0.114
H  -1.9435  -4.8833  -2.9728  0.130
C  -1.3786  2.2101  1.0762  -0.140
O  -0.3903  1.2746  0.8265  -0.169
C  -0.7921  0.3017  -0.1491  -0.168
C  0.4348  -0.3832  -0.7955  -0.209
O  1.2945  -0.9982  0.1533  -0.208
C  2.4661  -1.5490  -0.5656  -0.036
H  -1.0088  2.8616  1.8680  0.089
H  -2.2034  1.6729  1.5443  0.088
H  -1.6204  2.8985  0.2664  0.065
H  -1.3578  0.7313  -0.9758  0.119
H  -1.4108  -0.4664  0.3151  0.111
H  0.9117  0.2418  -1.5505  0.124
H  0.0844  -1.2111  -1.4119  0.106
H  3.2902  -0.8512  -0.4173  0.081
H  2.0775  -1.7738  -1.5588  0.080
H  2.7233  -2.4511  -0.0104  0.071

=====

(3)
Computed, not measured: a 2-piece molecular cluster, C4H9NO3 overall, with ωB97M-V/def2-TZVPD.

As for the HOMO energy (spin up / spin down): 0.0 / -3.7 eV. As for the expectation value of S²: 0.753. As for the gap between HOMO and LUMO (spin up / spin down): 2.80 / 6.45 eV. Its total charge is -1. The spin multiplicity is 2. The value obtained for the total energy is -11925.0375 eV. Its relative energy (zero: lowest compared OMol25 entry of this formula, charge and spin) is 163.5 kJ/mol.

Last column: natural (NBO) charge in e.
Positions of all 17 atoms, in Å:
O  -1.4004  -2.8871  1.1292  -0.760
C  -1.6900  -1.9665  0.3199  0.019
C  -0.6219  -1.1040  -0.3426  -0.149
C  0.4324  -0.6931  0.6785  -0.562
C  1.8047  -0.4740  0.1664  0.446
O  2.8024  -0.5364  0.8671  -0.581
N  -1.1964  0.0827  -1.0160  -0.861
H  -2.6945  -1.7811  -0.1141  0.053
H  -0.1383  -1.6351  -1.1852  0.141
H  0.0438  0.1913  1.2045  0.217
H  0.4977  -1.4853  1.4291  0.270
H  1.9714  -0.2034  -0.8974  0.100
H  -1.5243  0.7708  -0.3629  0.327
H  -2.0769  -0.1884  -1.4565  0.344
H  0.8096  6.3339  -1.0050  0.461
H  0.4372  4.8815  -1.0962  0.471
O  0.0659  5.7322  -1.2449  -0.934

=====

(4)
Computed, not measured: C2HBr5OS as an isolated structure, with ωB97M-V/def2-TZVPD.

As for the HOMO energy: -9.3 eV. As for the gap between HOMO and LUMO: 8.05 eV. Its total charge is 0. The value obtained for the total energy is -365182.1009 eV. Its relative energy (zero: lowest compared OMol25 entry of this formula, charge and spin) is 74.2 kJ/mol.

Last column: natural (NBO) charge in e.
Positions of all 10 atoms, in Å:
C  -0.0543  0.4014  -1.4752  -0.596
C  -0.3466  -0.5052  1.4975  -0.600
O  2.1589  -0.5247  -0.0484  -0.884
S  1.1619  0.5178  -0.0519  1.234
Br  0.4100  0.4923  -3.3056  0.117
Br  -1.1477  1.9291  -1.0319  0.094
Br  -2.1708  -0.5215  0.9502  0.146
Br  0.4509  -2.1380  1.8698  0.218
Br  -0.0392  0.8612  2.9145  0.070
H  -0.4232  -0.5124  -1.3189  0.199

=====

(5)
Computed, not measured: a 2-piece molecular cluster, C2H7O3P overall, with ωB97M-V/def2-TZVPD.

As for the HOMO energy: -8.9 eV. As for the gap between HOMO and LUMO: 8.08 eV. Its total charge is 0. The value obtained for the total energy is -17616.0092 eV. Its relative energy (zero: lowest compared OMol25 entry of this formula, charge and spin) is 333.8 kJ/mol.

Last column: natural (NBO) charge in e.
Positions of all 13 atoms, in Å:
C  1.4148  -0.2921  0.8240  -0.026
C  2.5186  0.1243  -0.0115  -0.784
O  -1.8187  -0.4734  -1.2232  -1.049
O  -1.2367  -0.2127  1.3085  -1.010
O  -3.0987  1.0110  0.2637  -0.997
P  -1.5517  0.6498  -0.0696  1.529
H  1.1706  -1.3220  0.5663  0.099
H  3.1440  0.6958  0.5012  0.237
H  2.0144  0.7597  -0.7883  0.297
H  3.0896  -0.6404  -0.5706  0.197
H  -1.6018  -0.4521  -2.1285  0.514
H  -0.3266  -0.3159  1.4834  0.498
H  -3.7177  0.4681  -0.1554  0.495